# 1
This record from the OMol25 dataset describes a molecular structure, C47H56BClN5O2P2W. The level of theory is ωB97M-V with the def2-TZVPD basis set.

Structure (XYZ):
```
115
Properties=species:S:1:pos:R:3
W -0.63 1.04 0.28
C -4.56 6.19 -0.35
C -4.27 5.65 -1.60
C -3.65 4.41 -1.69
C -3.30 3.72 -0.54
C -3.59 4.27 0.71
C -4.22 5.50 0.81
P -2.56 2.09 -0.60
C -1.41 2.01 -2.02
C -1.14 0.79 -2.65
C -0.19 0.70 -3.67
C 0.49 1.83 -4.08
C 0.22 3.07 -3.48
C -0.71 3.15 -2.46
C -3.82 0.85 -0.84
C -5.10 1.09 -1.26
C -6.00 0.02 -1.43
C -5.58 -1.26 -1.18
C -4.26 -1.54 -0.73
C -3.83 -2.86 -0.47
C -2.56 -3.08 -0.03
C -1.68 -2.00 0.17
C -2.00 -0.68 -0.09
C -3.36 -0.47 -0.54
H -5.05 7.15 -0.28
H -4.55 6.18 -2.50
H -3.45 3.99 -2.67
H -3.36 3.72 1.62
H -4.46 5.91 1.78
H -1.72 -0.09 -2.40
H -0.02 -0.25 -4.15
H 1.20 1.77 -4.89
H 0.72 3.96 -3.83
H -0.96 4.12 -2.05
H -5.43 2.10 -1.46
H -7.01 0.21 -1.76
H -6.27 -2.09 -1.31
H -4.52 -3.68 -0.63
H -2.22 -4.09 0.16
H -0.68 -2.25 0.53
N 0.12 -1.98 5.20
C -0.53 -1.85 3.84
C 0.09 -0.73 2.98
N -0.92 0.14 2.35
H -0.30 -2.76 5.73
H 0.03 -1.14 5.77
H 1.12 -2.19 5.12
H -1.59 -1.69 4.03
H -0.41 -2.82 3.37
H 0.66 -1.21 2.19
H 0.81 -0.12 3.54
H -1.35 0.78 3.01
H -1.67 -0.47 2.00
C 2.62 5.55 1.10
N 2.79 4.43 2.14
C 1.95 4.79 3.38
N 0.60 5.02 3.02
C 0.51 6.09 2.03
N 1.25 5.76 0.82
C 0.63 4.65 0.08
P 0.57 3.07 1.05
C 2.36 3.10 1.57
C -0.11 3.82 2.60
H 3.19 5.25 0.22
H 3.07 6.44 1.55
H 3.77 4.37 2.41
H 2.41 5.70 3.79
H 2.06 3.97 4.08
H 0.92 7.01 2.46
H -0.53 6.26 1.78
H 1.16 4.49 -0.86
H -0.39 4.95 -0.15
H 3.00 2.89 0.71
H 2.55 2.34 2.33
H -0.08 3.08 3.42
H -1.16 4.07 2.43
Cl 3.45 -0.31 2.01
C 3.89 0.36 0.45
C 5.14 0.95 0.33
C 5.50 1.52 -0.88
C 4.61 1.51 -1.94
C 3.37 0.91 -1.80
C 2.98 0.32 -0.60
C 1.63 -0.34 -0.49
H 5.82 0.93 1.17
H 6.48 1.96 -0.99
H 4.90 1.95 -2.89
H 2.68 0.89 -2.64
H 1.18 0.09 0.46
H 1.05 -0.08 -1.39
C 1.51 -7.58 -3.31
C 1.26 -7.71 -1.81
C -0.16 -8.25 -1.59
C 2.28 -8.71 -1.24
C 1.38 -6.37 -1.09
C 1.42 -6.33 0.31
C 1.50 -5.15 1.04
C 1.53 -3.99 0.31
O 1.62 -2.67 0.76
B 1.62 -1.92 -0.41
O 1.55 -2.69 -1.54
C 1.49 -4.00 -1.07
C 1.42 -5.16 -1.80
H 1.49 -8.56 -3.77
H 2.49 -7.14 -3.52
H 0.75 -6.98 -3.80
H -0.27 -9.22 -2.07
H -0.91 -7.58 -2.00
H -0.37 -8.39 -0.52
H 2.26 -9.62 -1.82
H 2.06 -8.98 -0.21
H 3.30 -8.31 -1.27
H 1.40 -7.26 0.86
H 1.57 -5.16 2.12
H 1.40 -5.13 -2.88
```

- Gap between HOMO and LUMO (spin up / spin down): 6.70 / 6.60 eV
- Relative energy (zero: lowest compared OMol25 entry of this formula, charge and spin): 0.709 eV
- ⟨S²⟩: 2.017
- Molecular weight: 1015.1 g/mol
- Multiplicity: 3
- Total charge: +3

=====

# 2
This record from the OMol25 dataset describes a molecular structure, C47H56FN5O3P2PbSi2. The level of theory is ωB97M-V with the def2-TZVPD basis set.

Structure (XYZ):
```
117
Properties=species:S:1:pos:R:3
Pb 1.15 -1.53 -0.94
C 1.86 -5.17 1.62
Si 3.06 -4.11 0.63
C 4.80 -4.38 1.28
C 3.00 -4.65 -1.16
N 2.62 -2.45 0.64
P 2.53 -1.23 1.70
C 1.61 0.03 1.08
P 2.00 1.19 -0.06
N 2.51 0.63 -1.46
Si 3.80 0.71 -2.57
C 5.38 1.45 -1.87
C 4.18 -1.04 -3.13
C 3.33 1.71 -4.09
C 3.03 2.62 0.43
C 3.73 2.62 1.63
C 4.57 3.68 1.95
C 4.70 4.75 1.08
C 3.98 4.77 -0.11
C 3.15 3.71 -0.43
C 0.42 2.06 -0.42
C -0.37 2.55 0.63
C -1.53 3.25 0.36
C -1.94 3.46 -0.95
C -1.18 2.95 -2.00
C 0.00 2.26 -1.73
C 4.22 -0.76 2.21
C 5.22 -0.77 1.24
C 6.49 -0.30 1.54
C 6.77 0.19 2.81
C 5.78 0.20 3.78
C 4.51 -0.28 3.48
C 1.79 -1.86 3.24
C 2.48 -2.72 4.08
C 1.86 -3.27 5.19
C 0.53 -2.97 5.46
C -0.17 -2.11 4.63
C 0.46 -1.55 3.52
H 1.92 -6.21 1.30
H 0.84 -4.82 1.45
H 2.06 -5.13 2.69
H 5.05 -5.45 1.26
H 4.92 -4.04 2.32
H 5.53 -3.85 0.68
H 3.34 -5.69 -1.26
H 3.66 -4.03 -1.78
H 1.99 -4.60 -1.59
H 5.61 1.03 -0.89
H 5.30 2.53 -1.75
H 6.22 1.24 -2.54
H 4.51 -1.66 -2.29
H 4.96 -1.06 -3.89
H 3.29 -1.53 -3.56
H 3.15 2.76 -3.82
H 2.41 1.33 -4.54
H 4.11 1.69 -4.85
H 3.62 1.78 2.30
H 5.13 3.66 2.88
H 5.35 5.58 1.33
H 4.07 5.61 -0.78
H 2.60 3.71 -1.37
H -0.05 2.36 1.65
H -2.12 3.65 1.18
H -2.83 4.03 -1.16
H -1.49 3.10 -3.02
H 0.61 1.87 -2.53
H 4.99 -1.15 0.25
H 7.26 -0.30 0.77
H 7.76 0.56 3.03
H 6.00 0.57 4.77
H 3.74 -0.26 4.24
H 3.52 -2.97 3.87
H 2.41 -3.94 5.84
H 0.05 -3.41 6.33
H -1.20 -1.88 4.84
H -0.06 -0.88 2.86
C -5.69 -1.05 -4.42
C -5.83 -2.01 -3.23
N -4.67 -1.98 -2.35
C -3.64 -2.87 -2.58
C -2.47 -2.90 -1.93
C -1.38 -3.87 -2.46
O -1.78 -4.98 -2.80
O -0.25 -3.33 -2.55
C -2.27 -2.00 -0.82
O -1.29 -1.98 -0.07
C -3.36 -1.03 -0.59
C -3.20 -0.09 0.43
C -4.17 0.84 0.65
F -4.06 1.70 1.70
C -5.29 0.93 -0.17
C -5.46 0.01 -1.18
C -4.52 -1.01 -1.38
N -6.25 1.97 -0.02
C -5.78 3.32 0.28
C -6.95 4.29 0.02
N -7.95 3.56 -0.83
C -8.61 2.45 -0.06
C -7.49 1.68 0.67
H -6.57 -1.11 -5.05
H -4.82 -1.33 -5.01
H -5.55 -0.02 -4.09
H -5.93 -3.03 -3.60
H -6.72 -1.79 -2.65
H -3.82 -3.60 -3.36
H -2.30 -0.13 1.03
H -6.32 0.11 -1.83
H -4.94 3.54 -0.37
H -5.45 3.45 1.31
H -6.64 5.19 -0.50
H -7.47 4.57 0.93
H -7.43 3.13 -1.60
H -8.65 4.20 -1.22
H -9.13 1.83 -0.79
H -9.34 2.90 0.61
H -7.70 0.61 0.63
H -7.45 1.97 1.73
```

- Gap between HOMO and LUMO: 4.48 eV
- Relative energy (zero: lowest compared OMol25 entry of this formula, charge and spin): 0.000 eV
- Molecular weight: 1083.3 g/mol
- Multiplicity: 1

=====

# 3
This record from the OMol25 dataset describes a molecular structure, C47H58BaFN3O3. The level of theory is ωB97M-V with the def2-TZVPD basis set.

Structure (XYZ):
```
113
Properties=species:S:1:pos:R:3
Ba 0.83 0.40 -0.62
C 3.99 -2.82 0.68
C 4.03 -1.44 0.08
C 3.91 -1.29 -1.31
C 3.69 -2.49 -2.20
C 4.01 -0.02 -1.88
C 3.90 0.15 -3.38
C 4.21 1.10 -1.07
C 4.37 2.47 -1.69
C 4.24 0.96 0.32
C 4.30 2.18 1.21
C 4.20 -0.32 0.89
C 4.44 -0.48 2.38
H 3.05 -3.33 0.44
H 4.10 -2.81 1.76
H 4.80 -3.44 0.28
H 2.73 -2.40 -2.72
H 3.69 -3.42 -1.65
H 4.48 -2.55 -2.96
H 3.47 -0.73 -3.85
H 4.88 0.33 -3.82
H 3.26 1.00 -3.63
H 3.44 3.05 -1.65
H 4.66 2.40 -2.74
H 5.14 3.04 -1.18
H 3.57 2.10 2.01
H 4.07 3.09 0.66
H 5.29 2.31 1.66
H 4.56 0.47 2.88
H 5.35 -1.06 2.54
H 3.62 -1.01 2.87
C 1.11 -1.85 2.20
C -0.15 -1.10 2.66
C -1.13 -2.09 3.29
C 0.21 0.06 3.56
C 0.41 -0.16 4.91
C 0.72 0.89 5.77
C 0.85 2.16 5.26
C 0.68 2.43 3.91
C 0.87 3.86 3.42
C 2.20 4.45 3.90
C -0.28 4.76 3.86
C 0.34 1.36 3.04
N 0.17 1.57 1.67
C -0.74 2.39 1.27
C -1.04 2.82 -0.03
C -2.09 3.74 -0.28
C -2.10 3.96 -1.65
C -1.06 3.18 -2.17
N -0.42 2.50 -1.21
C -0.69 2.99 -3.63
C 0.83 3.11 -3.79
C -1.15 1.60 -4.08
C -1.37 4.04 -4.51
H 0.85 -2.62 1.46
H 1.59 -2.35 3.04
H 1.85 -1.18 1.75
H -0.64 -0.72 1.77
H -0.67 -2.68 4.08
H -1.50 -2.78 2.53
H -1.99 -1.57 3.72
H 0.29 -1.15 5.32
H 0.86 0.70 6.82
H 1.10 2.98 5.93
H 0.90 3.84 2.33
H 2.21 4.58 4.98
H 2.36 5.43 3.44
H 3.04 3.80 3.63
H -0.35 4.79 4.95
H -1.24 4.41 3.48
H -0.12 5.78 3.51
H -1.42 2.85 2.00
H -2.74 4.17 0.46
H -2.76 4.60 -2.19
H 1.34 2.34 -3.21
H 1.18 4.09 -3.44
H 1.11 2.99 -4.84
H -0.63 0.81 -3.53
H -0.94 1.46 -5.14
H -2.22 1.48 -3.92
H -1.11 5.05 -4.18
H -2.45 3.94 -4.48
H -1.04 3.92 -5.54
C -3.85 -6.03 -1.96
C -4.35 -4.72 -2.57
C -5.86 -4.52 -2.39
C -6.21 -4.37 -0.92
C -5.37 -3.29 -0.29
C -5.80 -2.62 0.83
C -5.02 -1.62 1.40
F -5.49 -0.99 2.49
C -3.82 -1.25 0.86
C -3.35 -1.92 -0.28
C -2.06 -1.51 -0.85
O -1.45 -0.55 -0.33
C -1.62 -2.29 -1.96
C -2.43 -3.25 -2.47
N -3.64 -3.59 -1.98
C -4.12 -2.95 -0.86
C -0.24 -2.14 -2.63
O -0.06 -2.74 -3.69
O 0.60 -1.43 -2.01
H -4.42 -6.87 -2.36
H -3.95 -6.03 -0.88
H -2.80 -6.18 -2.21
H -4.12 -4.70 -3.63
H -6.39 -5.36 -2.83
H -6.16 -3.62 -2.94
H -6.05 -5.32 -0.40
H -7.27 -4.13 -0.79
H -6.76 -2.85 1.29
H -3.23 -0.45 1.28
H -2.08 -3.80 -3.34
```

- Gap between HOMO and LUMO: 7.09 eV
- Relative energy (zero: lowest compared OMol25 entry of this formula, charge and spin): 0.629 eV
- Molecular weight: 869.3 g/mol
- Multiplicity: 1

=====

# 4
This record from the OMol25 dataset describes a molecular structure, C47H58F5HoN2O2SSe. The level of theory is ωB97M-V with the def2-TZVPD basis set.

Structure (XYZ):
```
117
Properties=species:S:1:pos:R:3
Ho -1.73 -1.08 -0.88
C 1.12 4.12 5.13
C 1.73 2.83 4.60
C 3.17 3.13 4.09
C 1.76 1.83 5.80
C 0.84 2.32 3.47
C 1.14 1.07 2.90
C 0.41 0.61 1.84
Se 0.70 -1.18 1.15
C 1.95 -0.53 -0.20
C 3.19 -0.08 0.17
C 4.08 0.45 -0.80
C 3.61 0.63 -2.09
C 2.34 0.27 -2.50
C 1.49 -0.41 -1.54
O 0.30 -0.87 -1.85
C 2.01 0.55 -3.97
C 0.52 0.33 -4.32
C 2.39 2.03 -4.29
C 2.86 -0.40 -4.89
C 5.52 0.85 -0.45
C 6.54 0.19 -1.38
C 5.95 0.45 0.98
C 5.70 2.38 -0.54
C -0.70 1.31 1.31
O -1.37 0.81 0.31
C -0.97 2.63 1.83
C -0.20 3.05 2.92
C -2.06 3.57 1.33
C -1.43 4.97 1.01
C -2.84 3.12 0.04
C -3.05 3.80 2.50
H 1.65 4.45 6.06
H 0.08 3.95 5.44
H 1.13 4.95 4.42
H 3.86 3.28 4.95
H 3.19 4.01 3.47
H 3.52 2.26 3.55
H 2.25 2.31 6.67
H 2.30 0.90 5.50
H 0.74 1.50 6.11
H 1.96 0.44 3.24
H 3.50 -0.13 1.20
H 4.29 1.10 -2.79
H -0.13 1.06 -3.79
H 0.21 -0.70 -4.07
H 0.33 0.49 -5.42
H 2.08 2.70 -3.49
H 1.83 2.32 -5.20
H 3.49 2.13 -4.44
H 2.55 -1.44 -4.74
H 3.93 -0.27 -4.71
H 2.62 -0.16 -5.96
H 6.40 -0.93 -1.43
H 7.57 0.39 -1.04
H 6.51 0.49 -2.41
H 5.93 -0.66 1.17
H 5.29 0.94 1.75
H 6.96 0.87 1.10
H 5.44 2.84 -1.50
H 6.77 2.51 -0.34
H 5.21 2.89 0.31
H -0.49 4.02 3.38
H -0.69 4.90 0.19
H -0.99 5.39 1.93
H -2.21 5.64 0.65
H -2.16 2.91 -0.79
H -3.50 3.93 -0.24
H -3.39 2.20 0.20
H -2.61 4.30 3.38
H -3.46 2.85 2.87
H -3.90 4.44 2.23
F -4.39 1.90 -6.83
C -4.05 0.95 -5.93
C -3.39 1.26 -4.71
F -3.22 2.55 -4.29
C -3.01 0.19 -3.94
F -2.41 0.54 -2.71
C -3.17 -1.17 -4.24
S -2.54 -2.44 -3.32
C -3.86 -1.42 -5.45
F -4.04 -2.68 -5.90
C -4.28 -0.39 -6.27
F -4.95 -0.64 -7.42
C 0.39 -5.20 -2.07
C -0.64 -5.09 -0.97
C -1.23 -6.24 -0.43
C -2.10 -6.13 0.66
C -2.66 -7.41 1.19
C -2.44 -4.90 1.23
C -1.90 -3.69 0.68
C -0.87 -3.87 -0.34
N -2.28 -2.43 0.96
C -3.16 -2.21 2.15
C -4.59 -2.75 1.82
C -2.58 -2.80 3.46
C -3.29 -0.70 2.57
H 0.40 -6.25 -2.42
H 1.40 -4.98 -1.64
H 0.22 -4.54 -2.92
H -1.04 -7.25 -0.83
H -2.06 -8.27 0.84
H -3.72 -7.58 0.88
H -2.65 -7.42 2.31
H -3.19 -4.85 2.01
H -0.28 -3.01 -0.68
H -4.62 -3.55 1.05
H -5.20 -1.94 1.38
H -5.12 -3.09 2.76
H -2.48 -3.87 3.43
H -3.23 -2.49 4.28
H -1.57 -2.42 3.63
H -3.77 -0.06 1.83
H -2.31 -0.25 2.80
H -3.93 -0.64 3.50
N -5.14 -0.06 -0.54
C -4.06 -0.46 -0.66
```

- Gap between HOMO and LUMO (spin up / spin down): 5.84 / 5.86 eV
- Relative energy (zero: lowest compared OMol25 entry of this formula, charge and spin): 0.000 eV
- ⟨S²⟩: 6.004
- Molecular weight: 1053.9 g/mol
- Multiplicity: 5
- Total charge: -2